# 1
Entry from OMol25: a molecular structure, C18H44AsF6NiO24S7 at a distorted geometry (ωB97M-V with the def2-TZVPD basis set).

Positions of all 101 atoms, in Å:
1 Ni 1.628 0.871 2.725
2 S -6.146 0.838 -1.887
3 C 3.178 1.061 -3.616
4 H -0.286 5.029 3.114
5 S 3.385 -2.219 2.810
6 C -3.205 -0.093 6.466
7 H 3.974 1.762 -1.712
8 O 1.124 -6.974 -2.074
9 O 0.066 -0.717 2.926
10 H 5.255 1.620 -3.025
11 C -1.831 -2.711 2.830
12 H 3.008 -4.469 1.992
13 H 1.905 -3.304 1.185
14 S -0.691 -1.593 3.837
15 O -1.561 3.129 4.936
16 C -3.766 1.018 -2.962
17 H 6.120 -3.615 0.298
18 H 2.588 -5.332 -3.525
19 F 0.254 -0.850 -2.176
20 H 1.082 -4.535 -3.898
21 H 2.221 1.424 -3.243
22 H -3.549 -0.606 7.364
23 H -3.080 -4.108 -1.870
24 H -2.572 -2.101 5.780
25 H 4.435 -1.131 0.175
26 O -7.454 0.602 -2.353
27 C 2.326 -3.631 2.136
28 H -4.302 0.920 3.669
29 C -4.515 2.438 -3.061
30 O 4.748 -2.435 1.897
31 C 5.957 -2.629 -0.136
32 S 0.964 -5.588 -1.711
33 C -3.604 2.715 2.784
34 H -4.086 3.309 -2.564
35 C 1.334 4.635 -3.258
36 H 3.982 -2.800 -0.108
37 C 4.342 1.221 -2.584
38 O 5.478 -1.047 -4.382
39 H -3.153 0.939 -3.860
40 H -2.406 -3.950 -3.440
41 H -4.756 0.914 2.042
42 C 1.825 -4.672 -3.113
43 H -1.040 -3.598 -0.830
44 H 2.458 5.391 -1.551
45 C -0.959 -3.823 -1.894
46 C -0.887 4.325 2.539
47 H 0.841 3.711 -2.958
48 H -0.259 -3.169 -2.413
49 O 3.754 -2.537 4.166
50 F 2.293 -0.323 -0.619
51 H 3.545 1.540 -4.524
52 As 0.579 -0.005 -0.656
53 H -3.105 1.045 -2.096
54 O -1.860 -0.670 4.522
55 H -1.851 4.742 2.248
56 O 0.420 5.395 -3.916
57 H 1.613 -3.899 2.916
58 C -4.650 1.595 2.887
59 O 1.372 -5.078 -0.374
60 C -2.229 -1.067 5.809
61 H -1.286 -1.098 6.354
62 H -2.525 -2.489 -2.430
63 O -0.629 -5.186 -2.070
64 F -1.179 0.286 -0.696
65 O -2.374 2.145 2.770
66 H -2.762 -2.170 2.662
67 O 1.737 6.737 -2.563
68 S 4.354 -1.156 -3.387
69 C -2.320 -3.559 -2.427
70 H 2.070 -3.623 -2.945
71 O 1.923 7.410 -4.837
72 H -4.085 -0.026 5.826
73 C 1.501 5.490 -2.064
74 O -0.285 7.874 -3.719
75 O 0.052 -2.367 4.906
76 S -1.085 2.829 3.602
77 O 4.121 -2.435 -2.712
78 H -2.792 0.902 6.638
79 H -3.783 3.461 3.558
80 C 4.625 -2.156 0.492
81 H -1.240 -2.895 1.933
82 H -1.978 -3.709 3.242
83 H 2.205 4.528 -3.904
84 F 0.830 1.613 -1.484
85 O 0.092 2.008 3.249
86 O -4.926 0.202 -2.833
87 S 0.878 7.030 -3.912
88 H 0.611 5.448 -1.438
89 H 6.804 -2.016 0.174
90 H -0.387 3.911 1.663
91 O 2.993 -0.330 -3.803
92 H -5.658 1.966 3.076
93 H 5.980 -2.899 -1.191
94 H -4.897 2.698 -4.048
95 O 2.718 -0.944 2.494
96 F 0.783 0.876 0.921
97 H -3.653 3.249 1.835
98 O -5.731 2.402 -2.313
99 O -5.881 0.670 -0.426
100 F 0.262 -1.497 0.297
101 O 4.665 -0.088 -2.151

Computed properties:
2S+1: 3
Energy above the lowest of the compared OMol25 structures with the same formula, charge and spin, kcal/mol: 166.1
Total energy, a.u.: -9648.131863
Max |F|, eV Å⁻¹: 6.38
LUMO energy (spin up / spin down), eV: -5.228 / -6.965
Net charge: +1


# 2
Entry from OMol25: 2 unconnected molecules or ions with the total composition C8H12N4 at a distorted geometry (ωB97M-V with the def2-TZVPD basis set).

Positions of all 24 atoms, in Å:
1 C 0.683 -1.579 0.451
2 N -0.896 1.628 -0.678
3 H -2.989 2.174 -1.293
4 H 0.585 -1.294 4.527
5 H 1.322 2.351 -3.843
6 C 0.652 1.442 -3.836
7 C -0.034 -0.657 3.894
8 H -1.083 1.584 0.325
9 C 0.237 1.417 -1.398
10 C 0.231 -2.623 2.348
11 N 0.484 -2.780 0.999
12 C -1.992 1.897 -1.520
13 H -1.057 -0.451 4.174
14 N -1.530 1.895 -2.786
15 C 0.229 -1.248 2.558
16 H 1.207 1.510 -0.995
17 H 0.182 -3.516 2.953
18 C -0.217 1.518 -2.689
19 H 0.418 -3.691 0.584
20 H 0.385 0.377 4.008
21 N 0.509 -0.609 1.363
22 H 0.268 1.179 -4.759
23 H 1.562 0.806 -3.796
24 H 0.845 -1.330 -0.591

Computed properties:
Structure (SMILES): Cc1c[nH]cn1.Cc1c[nH]cn1
Energy above the lowest of the compared OMol25 structures with the same formula, charge and spin, kcal/mol: 36.5
Total energy, a.u.: -531.026614
Max |F|, eV Å⁻¹: 4.54
LUMO energy, eV: 0.760


# 3
Entry from OMol25: a gas-phase ion, C6H7N2O2S (charge +1) at a distorted geometry (ωB97M-V with the def2-TZVPD basis set).

Positions of all 18 atoms, in Å:
1 N 0.297 1.544 0.215
2 O -1.418 -1.496 -0.308
3 H 0.682 -1.346 1.594
4 H -3.574 -0.450 -0.334
5 N 0.436 2.649 0.236
6 C -3.253 0.593 -0.502
7 C 0.414 0.247 0.097
8 C 2.768 -0.691 -0.761
9 S 1.642 0.229 -1.704
10 C 1.291 -0.514 1.068
11 C 2.541 -0.984 0.523
12 H -3.830 0.928 -1.338
13 H 3.722 -0.979 -1.269
14 H 3.204 -1.529 1.058
15 O -1.830 0.757 -0.551
16 H 1.500 0.207 1.849
17 C -1.116 -0.359 -0.234
18 H -3.476 1.192 0.363

Computed properties:
Structure (SMILES): COC(=O)[C@@]1([N+]#N)CC=CS1
Energy above the lowest of the compared OMol25 structures with the same formula, charge and spin, kcal/mol: 38.1
Total energy, a.u.: -890.619415
Max |F|, eV Å⁻¹: 6.46
LUMO energy, eV: -6.403
Net charge: +1


# 4
Entry from OMol25: a gas-phase ion, C24H19BrNO2S (charge -1) at a distorted geometry (ωB97M-V with the def2-TZVPD basis set).

Positions of all 48 atoms, in Å:
1 C 1.508 4.283 -1.996
2 C -3.945 -1.017 1.879
3 C 2.972 2.401 -1.984
4 C 0.583 -4.214 0.872
5 H -0.931 2.500 -0.424
6 H 2.327 0.206 -0.911
7 H 0.442 -6.192 0.014
8 C -0.456 3.305 -0.933
9 N 1.674 2.066 -1.411
10 Br -0.824 -7.976 2.038
11 C -0.039 -4.014 3.156
12 H -0.621 0.719 -0.958
13 H 1.416 6.332 -2.614
14 C -2.880 -1.264 2.757
15 C -1.570 -1.107 2.296
16 C -1.122 4.523 -1.118
17 C 0.388 -3.387 1.972
18 H -3.054 -1.499 3.799
19 H -2.154 4.634 -0.784
20 C 0.846 3.176 -1.417
21 O 3.665 0.376 -3.010
22 H -4.971 -0.991 2.248
23 H 0.505 -1.845 -0.186
24 C 1.433 0.820 -0.902
25 O 2.311 1.878 -4.152
26 H 3.644 4.402 -1.695
27 C -0.250 -6.173 2.054
28 C 0.277 0.294 -0.469
29 C 0.860 5.505 -2.160
30 C -3.677 -0.765 0.531
31 C -0.473 5.601 -1.717
32 H -0.981 6.556 -1.838
33 C 3.020 1.405 -3.232
34 H 3.794 2.137 -1.311
35 H -2.155 -0.699 -1.008
36 C -1.311 -0.993 0.930
37 C 0.142 -0.968 0.435
38 C -0.365 -5.369 3.190
39 S 1.066 -1.582 1.749
40 H -4.462 -0.488 -0.175
41 H 1.020 -3.770 -0.033
42 H 3.169 4.076 -3.385
43 H -0.722 -5.851 4.107
44 H -0.091 -3.435 4.081
45 C 2.901 3.907 -2.336
46 H -0.829 -1.102 3.100
47 C 0.280 -5.577 0.893
48 C -2.361 -0.822 0.056

Computed properties:
Structure (SMILES): O=C([O-])[C@H]1Cc2ccccc2N1/C=C/[C@@H](Sc1ccc(Br)cc1)c1ccccc1
Total energy, a.u.: -4103.374884
Max |F|, eV Å⁻¹: 4.82
LUMO energy, eV: 2.122
Net charge: -1


# 5
Entry from OMol25: a molecular structure, C12H10AlClF5 at a distorted geometry (ωB97M-V with the def2-TZVPD basis set).

Positions of all 29 atoms, in Å:
1 H -0.994 -0.051 -4.406
2 C -0.265 0.670 -4.003
3 C 0.057 -2.216 2.954
4 F -2.975 1.980 1.888
5 Al 0.559 -0.354 1.793
6 H 2.424 -2.508 0.535
7 F -1.583 1.536 3.507
8 C -2.031 1.089 2.298
9 C -0.736 -2.225 1.747
10 H 2.297 -2.396 3.268
11 H -0.141 -2.459 -0.432
12 F -0.385 2.198 1.075
13 C 1.445 -2.313 2.572
14 C -0.576 1.906 -3.353
15 H 1.719 -0.286 -4.516
16 Cl 1.282 0.766 3.336
17 F -2.666 -0.099 2.513
18 C 1.510 -2.360 1.132
19 C 0.656 2.547 -3.007
20 H -0.336 -2.287 3.985
21 H -1.834 -2.334 1.708
22 C 1.160 0.548 -4.063
23 H 0.759 3.526 -2.515
24 F -1.525 0.575 0.071
25 H -1.587 2.304 -3.169
26 C -0.929 0.940 1.252
27 C 0.163 -2.326 0.622
28 C 1.729 1.708 -3.448
29 H 2.804 1.925 -3.346

Computed properties:
Total energy, a.u.: -1665.274466
Max |F|, eV Å⁻¹: 2.02
LUMO energy, eV: 2.213
Net charge: -1


# 6
Entry from OMol25: a molecular structure, C31H83FN13O10P5S at a distorted geometry (ωB97M-V with the def2-TZVPD basis set).

Positions of all 144 atoms, in Å:
1 H -0.387 -7.662 3.911
2 P -4.858 -2.025 0.069
3 H -1.071 -2.578 6.021
4 C -6.836 0.993 3.720
5 P 3.742 3.426 0.392
6 H 4.376 4.896 -7.577
7 H 4.598 1.664 -2.079
8 C 0.682 1.319 5.025
9 H 7.073 2.020 0.319
10 C -2.003 0.071 2.902
11 H 7.761 2.530 -6.795
12 H 1.930 -4.823 3.601
13 N 5.100 2.536 -0.227
14 H -4.482 -3.216 2.545
15 H 1.584 -3.905 5.074
16 H 0.393 -3.557 2.403
17 H 7.543 3.169 -8.430
18 C 7.336 3.356 -7.367
19 S -2.836 2.615 0.578
20 H -1.312 -3.559 2.807
21 N -6.242 -2.581 -0.901
22 N -4.038 -1.567 -1.393
23 C -6.498 -2.069 -2.251
24 H 1.982 1.105 -5.334
25 H -2.464 -8.330 6.479
26 H -8.326 -2.915 -0.598
27 H -2.090 -3.278 7.288
28 N -4.466 -3.654 0.470
29 H -0.009 3.246 4.194
30 H -3.507 0.185 -2.456
31 H -3.037 -0.304 2.752
32 C 3.067 1.076 -5.472
33 H 4.068 3.703 -4.832
34 C -2.570 -7.487 5.790
35 H -2.213 -2.636 -1.129
36 H 7.870 4.259 -7.063
37 H -6.560 -0.978 -2.277
38 H 0.833 4.406 0.064
39 C -2.940 -2.369 -1.904
40 H -1.465 -0.714 3.494
41 H -7.383 -2.823 0.880
42 H 0.353 1.967 2.919
43 O -4.135 1.988 1.425
44 C -2.753 3.088 3.019
45 H -5.737 -2.404 -2.953
46 H 2.635 5.955 0.171
47 C -1.071 -3.240 6.892
48 C -4.756 -4.019 1.859
49 H 5.820 0.811 -1.207
50 H -0.022 -4.818 8.540
51 N 3.513 2.225 -6.262
52 O 3.517 2.461 1.554
53 H 1.127 3.152 1.274
54 H 1.303 2.438 -2.221
55 O -7.097 0.079 3.057
56 H 0.682 -7.454 5.325
57 C 3.652 6.017 -0.228
58 H 1.706 1.715 5.201
59 N -0.104 -4.743 4.085
60 C -0.086 2.162 3.930
61 H 1.536 -5.667 5.073
62 O -3.458 3.504 -0.371
63 P 5.052 1.985 -7.033
64 H -2.737 0.036 -0.867
65 H 5.973 5.562 -7.378
66 H -0.494 -8.720 5.330
67 H 6.246 3.064 1.468
68 O -2.029 3.424 1.786
69 H 3.644 6.791 -0.997
70 C -0.336 -7.688 5.005
71 H -1.524 -5.654 8.116
72 H 0.063 -6.286 7.616
73 H -4.048 -5.639 -0.036
74 H -2.952 -7.865 4.836
75 C 3.251 3.444 -5.516
76 C -7.490 -2.399 -0.122
77 N 2.316 2.981 -0.470
78 H -3.324 -6.819 6.214
79 H 4.315 6.332 0.583
80 C 2.120 3.093 -1.903
81 H 2.517 1.128 -8.563
82 C 1.291 -4.785 4.487
83 C 1.068 3.341 0.202
84 H -7.383 2.957 3.532
85 H -5.825 -4.230 2.003
86 H 0.701 0.271 4.650
87 C 2.855 2.132 -8.830
88 H 5.569 4.672 -8.854
89 H -7.443 -2.471 -2.632
90 H 5.659 4.082 -2.048
91 H -1.435 0.169 1.947
92 H 5.824 1.347 1.388
93 H -2.823 3.850 3.827
94 N -1.292 -6.791 5.634
95 H -5.729 -5.167 -0.332
96 C -0.310 -3.566 3.239
97 N 4.068 4.712 -0.794
98 H 1.867 4.117 -2.210
99 C -3.655 -0.152 -1.425
100 H 3.065 4.281 -6.193
101 H -4.446 0.471 -0.996
102 O -2.051 1.647 -0.124
103 H 0.107 1.313 5.979
104 H -4.184 -4.897 2.163
105 H 5.403 5.799 -2.015
106 O -2.372 -5.538 3.918
107 C 4.996 1.542 -9.661
108 N -0.583 -4.590 6.519
109 H 3.299 0.140 -5.988
110 H 6.177 5.020 -0.627
111 H -3.313 -3.280 -2.377
112 O -5.211 3.299 4.603
113 H -4.437 -4.642 -1.412
114 C 4.889 1.367 -1.069
115 N 5.900 3.487 -7.118
116 O 5.727 1.509 -5.752
117 C 6.105 2.219 0.788
118 H 4.796 0.470 -9.573
119 H 2.331 3.361 -4.930
120 P -1.457 -5.152 5.075
121 C 5.397 4.903 -1.385
122 F -6.644 0.788 5.054
123 N -6.688 2.312 3.141
124 C -5.371 2.865 3.513
125 P -1.901 1.649 3.884
126 H -0.421 -2.782 7.639
127 H 2.273 2.867 -8.279
128 H -4.368 3.902 1.944
129 N 4.294 2.314 -8.609
130 H 3.541 1.045 -4.486
131 H -7.744 -1.341 -0.015
132 C 5.427 4.697 -7.766
133 C -4.688 -4.818 -0.368
134 H -0.184 -2.636 3.811
135 H 6.077 1.691 -9.590
136 H 2.613 2.301 -9.884
137 O -3.799 -1.394 0.972
138 C -4.211 2.931 2.507
139 H 4.138 0.681 -0.661
140 H 0.233 2.749 -0.177
141 H 2.991 2.784 -2.476
142 H 4.696 1.874 -10.656
143 C -0.529 -5.383 7.751
144 H -2.410 -1.844 -2.703

Computed properties:
Energy above the lowest of the compared OMol25 structures with the same formula, charge and spin, kcal/mol: 167.6
Total energy, a.u.: -4899.594246
Max |F|, eV Å⁻¹: 7.73
LUMO energy, eV: -0.519


# 7
Entry from OMol25: a molecular structure, C39H36N6ORuS3 (ωB97M-V with the def2-TZVPD basis set).

Positions of all 86 atoms, in Å:
1 H -5.263 3.537 -0.727
2 H 3.015 -1.561 3.805
3 C 2.367 -5.162 -1.969
4 C 0.293 3.589 -1.866
5 C 4.614 1.379 1.027
6 C -0.069 3.580 -3.202
7 H -4.837 -2.305 -2.199
8 N 3.059 -0.302 0.762
9 C -2.305 0.157 -0.574
10 N 0.299 1.201 -1.838
11 C 0.240 -0.381 2.314
12 C 0.597 2.291 0.267
13 C 0.445 2.373 -1.204
14 H 4.891 2.498 -1.932
15 H -0.204 4.510 -3.737
16 H 0.428 4.520 -1.335
17 H -0.238 0.375 6.859
18 S -1.959 -3.395 -2.171
19 C -4.539 -0.412 -1.239
20 H -5.994 0.886 0.744
21 C -3.643 0.491 -0.631
22 C -0.084 1.200 -3.105
23 H -0.622 -2.793 3.088
24 H 0.312 1.107 4.557
25 C -4.895 2.594 -1.136
26 C -0.541 -2.108 3.920
27 S 4.657 0.553 2.523
28 C -1.866 -1.051 -1.110
29 H -4.220 2.820 -1.964
30 H -0.380 4.080 0.929
31 C 3.189 -1.801 2.757
32 C 3.734 0.769 0.200
33 C -0.477 -2.736 -1.596
34 H 0.303 -5.236 -2.543
35 N 2.726 -0.042 -1.804
36 C 0.547 3.529 1.102
37 H 0.610 3.270 2.154
38 C 3.542 0.911 -1.237
39 C -4.170 1.797 -0.043
40 C 1.795 -2.602 -0.922
41 C -0.323 -0.319 6.035
42 H 4.366 -4.795 -1.284
43 H -3.461 3.587 0.920
44 H -0.249 0.226 -3.551
45 H -5.538 2.399 1.527
46 H 2.323 -2.312 2.352
47 C -4.127 -1.621 -1.756
48 C -0.289 2.363 -3.833
49 C 3.362 -4.399 -1.358
50 N 0.627 1.091 0.742
51 C 3.497 -0.579 1.963
52 H 2.862 -1.695 -4.428
53 C -3.041 2.665 0.516
54 C -2.774 -1.940 -1.679
55 H 4.048 -2.473 2.701
56 H -1.583 0.802 -0.100
57 C -5.148 1.475 1.096
58 H 1.588 -0.535 -4.805
59 O 0.335 -1.318 1.422
60 C 2.796 -0.036 -3.106
61 C 4.188 1.707 -2.126
62 H -1.194 -3.527 5.384
63 C -0.117 -0.802 3.688
64 H 1.431 -1.624 -3.399
65 H -4.650 0.912 1.887
66 C -0.859 -2.514 5.206
67 H -2.327 2.938 -0.267
68 C 2.120 -1.025 -3.991
69 N -0.560 -1.520 -1.117
70 C 0.815 -3.392 -1.546
71 H -0.992 -1.941 7.268
72 H -0.616 2.313 -4.862
73 S 3.813 1.204 -3.717
74 C -0.747 -1.622 6.264
75 H -2.501 2.166 1.323
76 H 3.881 -2.568 -0.389
77 Ru 1.202 -0.758 -0.292
78 C -0.013 0.094 4.750
79 H -5.590 -0.164 -1.290
80 C 1.085 -4.657 -2.067
81 C 3.081 -3.139 -0.848
82 H 1.376 4.189 0.840
83 H 5.264 2.210 0.819
84 H -5.750 2.051 -1.536
85 H 2.598 -6.142 -2.364
86 N 0.433 0.896 2.089

Computed properties:
2S+1: 2
Energy above the lowest of the compared OMol25 structures with the same formula, charge and spin, kcal/mol: 0.0
Total energy, a.u.: -3200.903869
Max |F|, eV Å⁻¹: 0.86
LUMO energy (spin up / spin down), eV: -2.727 / -2.899
Net charge: +1